1.
Computed, not measured: 13 unconnected molecules or ions with the total composition C5H36NO14, with ωB97M-V/def2-TZVPD.

Computed properties:
- Multiplicity: 1
- Lowest unoccupied orbital energy: 2.81 eV
- Gap between HOMO and LUMO: 8.881 eV
- Total charge: -1
- Energy above the lowest of the compared OMol25 structures with the same formula, charge and spin: 3.795 eV

Last column: natural (NBO) charge in e.
Cartesian coordinates (Å):
C1 -0.6572 -1.9387 0.3432  -0.2072
N1 0.2952 -1.4173 -0.5685  -0.7477
C2 0.3773 -2.1909 -1.7763  0.1041
O1 -0.6279 -1.6869 -2.6633  -0.7934
C3 -0.0780 -2.2061 1.7573  -0.4403
C4 0.1213 -0.9707 2.5404  -0.4130
C5 1.6225 -0.3624 2.4969  -0.0294
O2 2.1450 -0.4673 1.2226  -0.9035
H1 -1.0325 -2.8065 -0.0721  0.1953
H2 -1.5393 -1.1993 0.5130  0.1579
H3 1.1055 -1.0268 -0.0327  0.4407
H4 0.1107 -3.2654 -1.6169  0.1577
H5 1.3208 -2.0566 -2.3222  0.1893
H6 -0.6706 -0.6750 -2.7126  0.5024
H7 0.8284 -2.8129 1.6215  0.2086
H8 -0.7270 -2.7510 2.4610  0.2092
H9 -0.4813 -0.1581 2.1328  0.2058
H10 -0.1806 -1.2353 3.6353  0.1959
H11 2.3532 -0.9026 3.1196  0.1545
H12 1.5559 0.8181 2.6252  0.1153
H13 0.0687 2.7249 2.3147  0.4950
H14 1.4118 2.4772 3.2209  0.4885
O3 0.6030 3.0523 3.0375  -0.9688
H15 -0.4045 0.6327 0.0418  0.4884
H16 0.5241 1.6323 -0.1893  0.5042
O4 -0.4819 1.6036 -0.1555  -1.0255
H17 -3.6535 -2.2505 -2.1843  0.4864
H18 -2.1978 -1.9058 -1.7601  0.5058
O5 -3.0217 -2.3186 -1.4206  -0.9867
H19 2.4557 1.2628 -0.8994  0.4679
H20 2.2453 0.7537 0.7203  0.5144
O6 2.2031 1.6076 -0.0375  -1.0852
H21 0.3203 4.3539 -1.5980  0.5012
H22 1.4236 3.1355 -1.6641  0.4909
O7 0.8801 3.8057 -2.0980  -0.9744
H23 -3.2490 0.4643 -4.0716  0.4563
H24 -3.5530 0.5815 -2.7084  0.4807
O8 -3.9052 0.2328 -3.5536  -0.9357
H25 -5.2791 -0.6615 0.2179  0.4714
H26 -3.7942 -0.9126 -0.4853  0.5226
O9 -4.5308 -0.2031 -0.1640  -1.0179
H27 -1.0910 1.4571 -1.6943  0.4840
H28 -0.5259 2.4945 -2.5259  0.4915
O10 -1.1500 1.7199 -2.6083  -1.0273
H29 3.4217 -1.8618 -0.7761  0.4876
H30 4.0894 -3.2164 -0.5588  0.4807
O11 3.4573 -2.7410 -1.2276  -0.9722
H31 1.0436 4.2792 1.6134  0.4960
H32 1.5910 3.5442 0.2012  0.4965
O12 1.3917 4.3863 0.7205  -1.0206
H33 4.7438 -1.7786 1.7503  0.4523
H34 3.6295 -0.8610 1.0678  0.5097
O13 4.5664 -1.4392 0.8925  -1.0477
H35 -2.3215 1.2863 1.0520  0.4708
H36 -3.7755 0.9278 1.1549  0.4913
O14 -2.9773 1.0460 1.6708  -0.9744


2.
Computed, not measured: a molecular structure, C52H37FN2OP2S2SiV, with ωB97M-V/def2-TZVPD.

Computed properties:
- Multiplicity: 4
- ⟨S²⟩: 3.7800
- Lowest unoccupied orbital energy (spin up / spin down): 3.98 / 3.98 eV
- Gap between HOMO and LUMO (spin up / spin down): 4.901 / 5.309 eV
- Total charge: -2
- Energy above the lowest of the compared OMol25 structures with the same formula, charge and spin: 0.000 eV

Last column: natural (NBO) charge in e.
Cartesian coordinates (Å):
V1 0.1660 0.5118 -0.9473  0.1697
C1 1.7669 3.2423 1.4558  -1.1395
Si1 0.5347 1.8107 1.1755  1.0784
C2 0.9129 0.6134 2.6675  -0.4319
C3 0.9013 0.9547 4.0221  -0.1640
C4 1.1577 0.0288 5.0164  -0.2296
C5 1.4678 -1.2871 4.6776  -0.2417
C6 1.5001 -1.6534 3.3460  -0.2095
C7 1.1950 -0.7200 2.3546  -0.3249
P1 1.3057 -1.1627 0.5553  0.9231
C8 3.1450 -1.3345 0.5600  -0.3319
C9 3.8674 -0.1501 0.4169  -0.1781
C10 5.2470 -0.1486 0.5291  -0.2009
C11 5.9285 -1.3303 0.7903  -0.2228
C12 5.2168 -2.5102 0.9498  -0.2469
C13 3.8349 -2.5105 0.8417  -0.1519
C14 0.7847 -2.9309 0.5330  -0.3521
C15 1.2239 -3.7285 -0.5257  -0.1993
C16 0.8018 -5.0402 -0.6523  -0.2068
C17 -0.1083 -5.5685 0.2542  -0.2389
C18 -0.5931 -4.7689 1.2793  -0.2308
C19 -0.1481 -3.4640 1.4189  -0.1462
C20 -1.1551 2.5145 1.7764  -0.4338
C21 -1.3103 3.5577 2.6920  -0.1574
C22 -2.5577 3.9462 3.1479  -0.2337
C23 -3.6980 3.2839 2.7064  -0.2403
C24 -3.5748 2.2548 1.7915  -0.2054
C25 -2.3195 1.8959 1.3131  -0.3263
P2 -2.0808 0.4949 0.1410  0.9761
C26 -2.6781 -0.8209 1.3020  -0.3002
C27 -3.4965 -1.8890 0.9445  -0.2153
C28 -3.8583 -2.8537 1.8734  -0.2078
C29 -3.4183 -2.7662 3.1843  -0.2529
C30 -2.6177 -1.6946 3.5588  -0.1671
C31 -2.2542 -0.7366 2.6282  -0.2267
C32 -3.4196 0.7359 -1.0779  -0.3765
C33 -3.9112 2.0149 -1.3287  -0.1205
C34 -4.8211 2.2313 -2.3531  -0.2307
C35 -5.2448 1.1804 -3.1490  -0.2157
C36 -4.7212 -0.0853 -2.9426  -0.1978
C37 -3.8014 -0.2977 -1.9316  -0.1749
H1 1.8746 3.5009 2.5106  0.1971
H2 1.4400 4.1277 0.9105  0.2378
H3 2.7538 2.9793 1.0757  0.2292
H4 0.6698 1.9775 4.3037  0.1892
H5 1.1294 0.3257 6.0596  0.1925
H6 1.6908 -2.0176 5.4468  0.1961
H7 1.7590 -2.6708 3.0777  0.2125
H8 3.3436 0.7714 0.1920  0.2531
H9 5.7842 0.7825 0.4007  0.2083
H10 7.0089 -1.3301 0.8706  0.1966
H11 5.7348 -3.4377 1.1639  0.1961
H12 3.3003 -3.4396 0.9848  0.2071
H13 1.8914 -3.3170 -1.2750  0.2288
H14 1.1614 -5.6336 -1.4829  0.2115
H15 -0.4527 -6.5904 0.1475  0.1976
H16 -1.3275 -5.1510 1.9785  0.2027
H17 -0.5401 -2.8644 2.2279  0.2141
H18 -0.4290 4.0766 3.0516  0.1901
H19 -2.6466 4.7642 3.8543  0.1936
H20 -4.6769 3.5731 3.0706  0.1960
H21 -4.4595 1.7332 1.4427  0.2124
H22 -3.8707 -1.9791 -0.0616  0.2178
H23 -4.4915 -3.6764 1.5612  0.2003
H24 -3.7011 -3.5201 3.9089  0.1986
H25 -2.2621 -1.5974 4.5772  0.2039
H26 -1.6375 0.0898 2.9551  0.2436
H27 -3.5641 2.8571 -0.7479  0.2239
H28 -5.1773 3.2371 -2.5374  0.2015
H29 -5.9467 1.3566 -3.9546  0.1962
H30 -4.9873 -0.9048 -3.5977  0.2016
H31 -3.3287 -1.2654 -1.8585  0.2112
S1 -0.5327 2.8878 -1.5626  -0.1997
C38 0.9617 3.6142 -2.0520  -0.1597
C39 1.0055 4.9980 -2.2390  -0.1911
C40 2.1624 5.6588 -2.6306  -0.1427
C41 2.1388 7.0758 -2.8027  0.3173
N1 2.1130 8.2194 -2.9486  -0.3922
C42 3.3375 4.9175 -2.8554  -0.2137
C43 3.3056 3.5378 -2.6828  -0.1842
C44 2.1484 2.8615 -2.2964  -0.1595
S2 2.2128 1.1272 -2.1465  -0.2505
C45 4.5572 5.5449 -3.2456  0.3274
N2 5.5445 6.0524 -3.5587  -0.3948
H32 0.1003 5.5648 -2.0660  0.2223
H33 4.2034 2.9580 -2.8531  0.2219
O1 -1.3847 0.2926 -3.6798  -0.6315
C46 -0.6756 -0.2122 -2.8156  0.1890
F1 1.0364 -5.2593 -4.8003  -0.3616
C47 0.6358 -4.0430 -4.3084  0.3473
C48 -0.3949 -4.0074 -3.3947  -0.2844
C49 -0.7630 -2.7733 -2.8739  -0.2021
C50 -0.1624 -1.6002 -3.3024  -0.1458
C51 0.8724 -1.6815 -4.2329  -0.1317
C52 1.2944 -2.9033 -4.7334  -0.3071
H34 -0.8656 -4.9260 -3.0734  0.2126
H35 -1.5281 -2.7358 -2.1043  0.2016
H36 1.3568 -0.7656 -4.5510  0.2229
H37 2.1081 -2.9805 -5.4410  0.2125


3.
Computed, not measured: a molecular structure, C3H8AlCuNO2, with ωB97M-V/def2-TZVPD.

Computed properties:
- Multiplicity: 2
- ⟨S²⟩: 0.7556
- Lowest unoccupied orbital energy (spin up / spin down): -1.37 / -1.59 eV
- Gap between HOMO and LUMO (spin up / spin down): 6.265 / 6.029 eV

Last column: natural (NBO) charge in e.
Cartesian coordinates (Å):
C1 -0.9056 -2.3004 -0.4286  -0.4224
N1 -0.1506 -1.5127 0.5309  -0.4623
C2 -0.4487 -0.1955 0.7851  -0.4638
Al1 1.3643 0.7645 -0.0846  0.9228
C3 0.5575 2.5399 -0.8179  0.3200
O1 1.4276 3.4069 -0.9413  -0.6548
O2 -0.7233 2.6432 -1.0346  -0.8478
H1 -1.9586 -2.3468 -0.1404  0.1990
H2 -0.8198 -1.8389 -1.4115  0.2278
H3 -0.4939 -3.3034 -0.4814  0.2170
H4 0.2054 -2.0271 1.3231  0.3957
H5 -1.2255 0.2333 0.1554  0.2347
H6 -0.5022 0.0878 1.8336  0.2151
H7 1.7801 -0.2093 -1.2702  -0.3602
H8 2.4037 0.8591 1.1246  -0.3664
Cu1 -0.5106 3.1994 0.8578  0.8455


4.
Computed, not measured: 2 unconnected molecules or ions with the total composition C3H9S3, with ωB97M-V/def2-TZVPD.

Computed properties:
- Multiplicity: 1
- Lowest unoccupied orbital energy: 3.41 eV
- Gap between HOMO and LUMO: 6.391 eV
- Total charge: -1
- Energy above the lowest of the compared OMol25 structures with the same formula, charge and spin: 0.127 eV

Last column: natural (NBO) charge in e.
Cartesian coordinates (Å):
C1 2.2292 -1.5411 -1.2241  -0.7317
S1 2.0208 -0.5820 0.3095  -0.5701
H1 1.3237 -2.0690 -1.5007  0.1784
H2 2.4696 -0.8676 -2.0468  0.1786
H3 3.0398 -2.2667 -1.1527  0.1834
C2 -1.4801 0.2231 1.7073  -0.6240
C3 -1.8046 0.7845 0.3442  -0.5253
S2 -0.8601 2.2876 -0.0691  0.0217
S3 0.4350 1.7364 -1.5715  -0.3350
H4 -1.6166 0.9981 2.4609  0.1885
H5 -0.4650 -0.1559 1.7358  0.2543
H6 -2.1826 -0.5777 1.9277  0.1854
H7 -2.8582 1.0551 0.3070  0.1869
H8 -1.6074 0.0809 -0.4426  0.2281
H9 1.3564 0.8942 -0.7850  0.1808


5.
Computed, not measured: a gas-phase ion, C6H9N2S (charge +1), with ωB97M-V/def2-TZVPD.

Computed properties:
- Multiplicity: 1
- Lowest unoccupied orbital energy: -3.25 eV
- Gap between HOMO and LUMO: 10.003 eV
- Total charge: +1
- Energy above the lowest of the compared OMol25 structures with the same formula, charge and spin: 3.068 eV
- SMILES: S[C@H]1[C@H]2[NH2+][C@@H]1[C@@H]1[C@@H]3[C@H]2N31

Last column: natural (NBO) charge in e.
Cartesian coordinates (Å):
C1 -1.8443 0.8797 0.2356  -0.1309
C2 -0.5673 1.1524 0.9418  -0.1361
C3 -1.1573 0.5093 -1.0257  -0.1115
C4 0.4410 0.0465 0.9786  -0.0595
C5 -0.0824 -0.5700 -0.9647  -0.0919
C6 1.2708 0.0910 -0.6527  -0.3169
N1 -0.8714 1.7756 -0.3516  -0.2823
N2 -0.1700 -1.1838 0.3947  -0.5175
S1 2.6806 -0.9900 -0.7713  0.0339
H1 -2.8677 1.0820 0.4720  0.2557
H2 -0.5495 1.8489 1.7697  0.2615
H3 -1.6814 0.6147 -1.9670  0.2606
H4 1.0194 -0.0760 1.8833  0.2573
H5 -0.1299 -1.2777 -1.7920  0.2547
H6 1.4276 1.0968 -1.0155  0.2632
H7 0.4447 -2.0006 0.4807  0.4487
H8 -1.1133 -1.4056 0.7388  0.4441
H9 3.6036 -0.0710 -0.5080  0.1669


> Which formula does entry 1 have?

C5H36NO14


> Look up the multiplicity of the first one.

1